The following is a DFT calculation (ωB97M-V/def2-TZVPD) of a single C5H8O molecule at a distorted geometry.

Atoms and positions in Å:
C  -2.98588  0.04382  -0.09154
C  -1.71542  -0.42959  0.00792
C  -0.34941  0.39429  0.15204
C  1.96455  -0.61287  0.04102
C  2.90762  0.37615  -0.04569
H  -3.19336  1.08802  0.05765
H  -3.99309  -0.55279  0.00957
H  -1.49740  -1.57984  -0.10136
H  -0.37336  1.08038  -0.74075
H  -0.46211  0.95943  1.03504
H  2.31121  -1.58593  -0.17563
H  2.80747  1.38192  -0.26517
H  3.93256  0.15012  0.02675
O  0.64663  -0.71312  0.09015

Atomic forces in eV per Å
C -0.15 -1.33 1.41
C -0.16 -1.51 -0.58
C -2.08 -2.27 -2.83
C 2.41 2.00 -0.89
C -2.14 -1.97 0.29
H 0.19 0.54 -0.21
H 2.51 0.64 -0.67
H -0.56 2.36 0.39
H 0.88 -0.68 0.80
H 0.92 0.43 1.33
H 0.63 -1.25 0.66
H -1.08 2.01 0.20
H 0.97 -1.04 -0.19
O -2.32 2.06 0.29

## Properties
SMILES string ... C=CCOC=C
Kohn-Sham gap ... 9.759 eV
ΔE to the lowest compared entry with this formula, charge and spin ... 339.1 kJ/mol
HOMO energy ... -8.7 eV
Molecular weight ... 84.1 g/mol
Electronic energy ... -270.42873 Ha